{
  "formula": "C7H12N2O2",
  "method": "wB97M-V/def2-TZVPD",
  "e_homo_ev": -9.14,
  "spin_multiplicity": 1,
  "e_tot_ha": -533.78914,
  "gap_ev": 8.85,
  "smiles": "C[C@H]1CC[C@](C)(N=O)N1C=O",
  "lumo_energy_ha": -0.011,
  "elements": ["C", "C", "C", "C", "C", "C", "N", "O", "N", "C", "O", "H", "H", "H", "H", "H", "H", "H", "H", "H", "H", "H", "H"],
  "coordinates": [[0.57, -1.01, 1.73], [1.11, -0.88, 0.23], [0.30, -1.56, -0.84], [-0.86, -0.53, -1.06], [-0.07, 0.87, -0.99], [-0.96, 2.07, -0.64], [0.48, 1.12, -2.33], [-0.05, 2.01, -2.94], [1.03, 0.55, -0.08], [2.01, 1.43, 0.27], [3.03, 1.22, 0.81], [1.38, -1.20, 2.43], [-0.29, -1.86, 1.62], [0.20, 0.03, 1.81], [2.18, -1.16, 0.20], [-0.12, -2.58, -0.33], [0.86, -1.76, -1.82], [-1.40, -0.73, -2.00], [-1.60, -0.54, -0.13], [-1.48, 2.01, 0.46], [-1.73, 2.01, -1.47], [-0.41, 3.04, -0.60], [1.69, 2.52, 0.20]]
}


{
  "formula": "C18H20B2Ba2Br10O16",
  "method": "wB97M-V/def2-TZVPD",
  "e_homo_ev": -13.66,
  "spin_multiplicity": 1,
  "e_tot_ha": -27742.71804,
  "gap_ev": 7.78,
  "lumo_energy_ha": -0.216,
  "total_charge": 2,
  "elements": ["Ba", "Ba", "O", "C", "O", "B", "O", "C", "O", "O", "C", "O", "C", "O", "O", "O", "C", "O", "B", "O", "C", "O", "O", "C", "O", "C", "O", "O", "Br", "C", "C", "Br", "H", "H", "H", "H", "Br", "C", "C", "Br", "H", "H", "H", "H", "Br", "C", "C", "Br", "H", "H", "H", "H", "Br", "C", "C", "Br", "H", "H", "H", "H", "Br", "C", "C", "Br", "H", "H", "H", "H"],
  "coordinates": [[-1.39, -1.92, -4.42], [3.99, -1.75, 4.21], [-0.56, -3.78, -2.46], [0.55, -3.61, -1.99], [1.15, -4.28, -1.06], [2.47, -3.70, -0.82], [2.62, -2.66, -1.87], [1.53, -2.57, -2.56], [1.32, -1.92, -3.57], [3.53, -4.69, -0.87], [4.30, -4.64, 0.18], [5.24, -5.32, 0.44], [3.62, -3.68, 1.16], [2.65, -3.09, 0.53], [4.00, -3.50, 2.30], [2.83, -0.18, 2.29], [1.67, -0.44, 2.05], [0.81, 0.22, 1.34], [-0.39, -0.61, 1.12], [-0.29, -1.70, 2.15], [0.93, -1.72, 2.56], [1.52, -2.48, 3.29], [-1.57, 0.21, 1.22], [-2.26, 0.20, 0.09], [-3.23, 0.83, -0.14], [-1.50, -0.77, -0.86], [-0.40, -1.17, -0.26], [-1.90, -1.13, -1.93], [3.67, 5.99, 1.20], [2.41, 4.60, 1.81], [3.13, 3.40, 2.40], [1.94, 2.72, 3.82], [1.79, 4.33, 0.96], [1.76, 5.14, 2.49], [4.05, 3.68, 2.90], [3.25, 2.55, 1.74], [-4.30, 0.67, -4.43], [-5.19, 0.46, -2.69], [-6.69, 0.28, -2.80], [-7.46, -0.03, -1.02], [-5.02, 1.35, -2.08], [-4.76, -0.36, -2.12], [-6.98, -0.57, -3.41], [-7.20, 1.16, -3.18], [3.44, 3.29, -1.86], [4.30, 1.54, -1.97], [3.77, 0.70, -0.82], [4.99, -0.81, -0.44], [5.35, 1.70, -1.75], [4.08, 1.08, -2.93], [2.80, 0.26, -1.03], [3.71, 1.26, 0.10], [-2.14, -3.53, 4.15], [-3.12, -1.80, 4.11], [-2.75, -1.04, 5.38], [-3.94, 0.54, 5.54], [-4.19, -2.01, 4.15], [-2.91, -1.33, 3.16], [-1.70, -0.78, 5.43], [-2.96, -1.67, 6.24], [-0.32, 1.77, -2.86], [-1.89, 2.90, -2.52], [-1.91, 4.08, -3.49], [-1.79, 3.46, -5.39], [-1.84, 3.25, -1.49], [-2.77, 2.27, -2.55], [-1.00, 4.64, -3.34], [-2.80, 4.70, -3.53]]
}


{
  "formula": "C31H35AsNSn",
  "method": "wB97M-V/def2-TZVPD",
  "e_homo_ev": -10.75,
  "spin_multiplicity": 1,
  "e_tot_ha": -3706.87770,
  "gap_ev": 6.74,
  "lumo_energy_ha": -0.147,
  "total_charge": 1,
  "elements": ["Sn", "C", "C", "C", "C", "C", "C", "C", "H", "H", "H", "H", "H", "H", "H", "H", "C", "C", "C", "C", "C", "C", "As", "N", "C", "C", "C", "C", "C", "C", "C", "C", "C", "C", "C", "C", "C", "C", "C", "C", "C", "C", "H", "H", "H", "H", "H", "H", "H", "H", "H", "H", "H", "H", "H", "H", "H", "H", "H", "H", "H", "H", "H", "H", "H", "H", "H", "H", "H"],
  "coordinates": [[2.58, -0.53, -0.28], [6.33, 1.43, -1.55], [5.67, 1.09, -0.25], [4.75, 1.96, 0.33], [4.20, 1.68, 1.57], [4.55, 0.52, 2.25], [5.48, -0.34, 1.69], [6.03, -0.06, 0.45], [7.17, 2.10, -1.36], [5.64, 1.93, -2.22], [6.72, 0.54, -2.03], [4.52, 2.89, -0.17], [3.55, 2.41, 2.04], [4.15, 0.32, 3.23], [5.83, -1.20, 2.25], [6.78, -0.72, 0.03], [-3.32, 4.79, -1.27], [-2.57, 3.60, -0.77], [-3.23, 2.47, -0.34], [-2.55, 1.34, 0.10], [-3.41, 0.20, 0.56], [-1.14, 1.35, 0.12], [0.05, -0.19, 0.57], [0.71, -0.61, -1.13], [0.02, -0.78, -2.31], [-1.37, -0.86, -2.34], [-2.04, -1.07, -3.53], [-1.32, -1.21, -4.72], [0.06, -1.12, -4.70], [0.72, -0.91, -3.51], [-1.01, -1.67, 1.36], [-1.18, -2.95, 0.82], [-0.47, -3.45, -0.40], [-2.04, -3.84, 1.46], [-2.69, -3.52, 2.64], [-3.67, -4.45, 3.27], [-2.39, -2.30, 3.23], [-1.56, -1.38, 2.62], [-1.22, -0.09, 3.32], [-0.47, 2.52, -0.26], [1.02, 2.68, -0.20], [-1.19, 3.62, -0.71], [-4.39, 4.62, -1.24], [-3.03, 5.01, -2.30], [-3.09, 5.66, -0.66], [-4.31, 2.45, -0.34], [-4.34, 0.19, 0.00], [-3.67, 0.33, 1.62], [-2.92, -0.76, 0.46], [-1.92, -0.77, -1.41], [-3.11, -1.14, -3.53], [-1.85, -1.38, -5.64], [0.62, -1.22, -5.62], [1.81, -0.83, -3.48], [0.59, -3.18, -0.38], [-0.90, -3.06, -1.32], [-0.53, -4.54, -0.45], [-2.20, -4.81, 1.02], [-3.75, -5.38, 2.71], [-4.65, -3.99, 3.31], [-3.38, -4.69, 4.29], [-2.84, -2.06, 4.19], [-1.82, 0.02, 4.22], [-1.39, 0.77, 2.68], [-0.17, -0.10, 3.61], [1.42, 2.25, 0.73], [1.29, 3.73, -0.23], [1.51, 2.19, -1.05], [-0.65, 4.50, -1.02]]
}


{
  "formula": "C14H20BBr2N2O2",
  "method": "wB97M-V/def2-TZVPD",
  "e_homo_ev": -11.16,
  "spin_multiplicity": 1,
  "e_tot_ha": -5978.20371,
  "gap_ev": 6.74,
  "lumo_energy_ha": -0.163,
  "total_charge": 1,
  "elements": ["C", "O", "B", "O", "C", "C", "C", "C", "C", "N", "N", "H", "H", "H", "H", "H", "H", "H", "H", "H", "H", "C", "C", "C", "C", "C", "C", "H", "H", "H", "H", "H", "H", "Br", "C", "C", "Br", "H", "H", "H", "H"],
  "coordinates": [[0.99, 3.50, -6.97], [1.05, 3.77, -5.55], [-0.07, 3.51, -4.84], [-1.29, 4.04, -5.14], [0.02, 2.53, -3.57], [-0.62, 2.82, -2.40], [-0.53, 1.93, -1.32], [0.22, 0.77, -1.44], [0.86, 0.50, -2.63], [1.61, -0.68, -2.80], [0.74, 1.38, -3.64], [1.89, 3.90, -7.42], [0.11, 3.97, -7.42], [0.92, 2.43, -7.13], [-2.01, 3.47, -4.88], [-1.21, 3.72, -2.30], [-1.05, 2.13, -0.39], [0.33, 0.06, -0.64], [1.02, -1.40, -3.21], [2.35, -0.52, -3.48], [1.21, 1.19, -4.52], [-2.28, -0.52, 2.41], [-0.93, -0.45, 2.09], [-0.16, -1.61, 2.05], [-0.74, -2.83, 2.34], [-2.09, -2.90, 2.65], [-2.86, -1.74, 2.70], [-2.87, 0.39, 2.45], [-0.47, 0.51, 1.86], [0.89, -1.55, 1.80], [-0.14, -3.73, 2.31], [-2.54, -3.86, 2.87], [-3.91, -1.80, 2.95], [2.85, -4.44, 5.91], [2.20, -2.76, 6.64], [0.73, -2.80, 6.93], [-0.32, -2.68, 5.29], [2.46, -1.99, 5.92], [2.77, -2.60, 7.56], [0.44, -1.94, 7.53], [0.43, -3.71, 7.43]]
}


{
  "formula": "C11H16N2",
  "method": "wB97M-V/def2-TZVPD",
  "e_homo_ev": -7.37,
  "spin_multiplicity": 1,
  "e_tot_ha": -538.08980,
  "gap_ev": 8.13,
  "lumo_energy_ha": 0.028,
  "elements": ["C", "C", "C", "C", "C", "C", "C", "C", "C", "C", "C", "H", "H", "H", "H", "H", "H", "H", "H", "H", "H", "H", "H", "H", "H", "H", "H", "N", "N"],
  "coordinates": [[0.80, -2.11, -0.88], [0.24, -1.36, 0.36], [0.27, -1.98, 1.55], [-0.50, -1.48, 2.65], [-0.78, -0.16, 2.77], [-0.72, 0.51, 1.55], [-0.24, -0.14, 0.33], [1.09, 0.90, -1.35], [0.76, 1.75, -2.68], [-0.73, 2.07, -2.67], [-1.01, 1.90, -1.12], [1.79, -1.74, -1.06], [0.80, -3.23, -0.65], [0.37, -1.90, -1.85], [0.81, -2.98, 1.86], [-1.26, -2.03, 4.69], [0.56, -2.68, 3.85], [-1.11, 0.20, 3.74], [-1.14, 1.61, 1.57], [1.47, 1.84, -0.63], [1.86, 0.04, -1.33], [1.33, 2.55, -2.77], [1.03, 1.18, -3.54], [-1.33, 1.30, -3.27], [-0.97, 3.17, -2.86], [-0.43, 2.76, -0.42], [-2.03, 1.76, -0.73], [-0.69, -2.40, 3.76], [-0.26, 0.66, -0.86]]
}